Version one
{
  "formula": "C6H15NO",
  "method": "the ωB97M-V functional and the def2-TZVPD basis",
  "homo_ev": -9.25,
  "orbital_gap_ev": 10.25,
  "symbols": ["C", "C", "C", "C", "C", "C", "N", "H", "H", "H", "H", "H", "H", "H", "H", "H", "H", "H", "H", "H", "H", "H", "O"],
  "coordinates": [[0.66, 1.41, 0.10], [0.08, 0.81, 1.42], [-0.05, -0.75, 1.44], [-0.42, -1.39, 0.08], [-1.58, -0.73, -0.60], [-2.69, -0.32, -0.03], [1.99, 0.92, -0.22], [-0.02, 1.07, -0.73], [0.63, 2.53, 0.23], [-0.86, 1.38, 1.62], [0.69, 1.12, 2.30], [0.92, -1.06, 1.85], [-0.75, -0.92, 2.26], [-0.77, -2.38, 0.41], [0.46, -1.44, -0.55], [-1.41, -0.75, -1.68], [-3.58, 0.11, -0.43], [-2.80, -0.37, 1.06], [2.78, 1.51, 0.00], [2.14, 0.04, 0.27], [1.24, 0.04, -3.65], [1.80, -0.27, -2.14], [1.53, -0.60, -3.00]],
  "lowdin_charge": [-0.2758, -0.2157, -0.2123, -0.1971, -0.2046, 0.0032, -0.0122, 0.0936, 0.1256, 0.0998, 0.1053, 0.0970, 0.0990, 0.1164, 0.0888, 0.1021, 0.0436, 0.0652, 0.0728, 0.0621, 0.0317, -0.0166, -0.0719]
}

Version two
{
  "formula": "C6H15NO",
  "method": "the ωB97M-V functional and the def2-TZVPD basis",
  "homo_ev": -7.08,
  "orbital_gap_ev": 4.69,
  "symbols": ["C", "C", "C", "N", "C", "C", "C", "O", "H", "H", "H", "H", "H", "H", "H", "H", "H", "H", "H", "H", "H", "H", "H"],
  "coordinates": [[1.84, -1.23, -1.06], [0.85, -2.08, -1.78], [1.18, -0.17, -0.15], [-0.21, -0.07, -0.35], [-2.32, 0.36, 0.83], [-0.83, 0.70, 0.69], [-0.73, 2.23, 0.67], [-1.23, 2.74, 2.19], [2.54, -0.74, -1.73], [2.36, -1.96, -0.19], [0.20, -2.51, -0.99], [0.22, -1.41, -2.40], [1.22, -2.97, -2.29], [1.66, 0.80, -0.28], [1.51, -0.48, 0.87], [2.85, -2.67, 0.12], [-2.34, -0.59, 0.29], [-2.99, 1.04, 0.27], [-2.76, 0.35, 1.83], [-0.39, 0.54, 1.73], [-1.29, 2.40, -0.28], [-1.59, 3.03, 1.24], [0.26, 2.69, 0.77]],
  "lowdin_charge": [-0.2134, -0.1233, -0.3002, 0.0010, -0.0694, -0.4932, -0.1472, -0.1539, 0.1171, 0.0056, 0.0925, 0.0944, 0.0757, 0.1313, 0.1465, 0.1848, 0.0668, 0.0755, 0.0781, 0.1428, 0.1356, 0.0384, 0.1145]
}

Version three
{
  "formula": "C6H15NO",
  "method": "the ωB97M-V functional and the def2-TZVPD basis",
  "homo_ev": -8.98,
  "orbital_gap_ev": 9.76,
  "symbols": ["C", "C", "C", "C", "C", "C", "N", "H", "H", "H", "H", "H", "H", "H", "H", "H", "H", "H", "H", "H", "H", "H", "O"],
  "coordinates": [[-1.82, 0.01, -0.17], [-0.55, 0.64, 0.52], [-0.04, 0.27, 1.93], [0.10, -2.07, 2.28], [0.65, -0.98, 1.78], [2.09, -1.03, 1.29], [-3.14, 0.55, 0.30], [-1.69, -0.09, -1.22], [-1.83, -1.04, 0.00], [0.33, 0.75, -0.30], [-0.73, 1.75, 0.44], [-0.94, 0.09, 2.50], [0.39, 1.18, 2.36], [-0.73, -2.16, 2.91], [0.22, -3.22, 2.00], [2.10, -0.16, 0.57], [2.36, -1.84, 0.68], [2.90, -0.84, 1.95], [-3.63, -0.01, 0.97], [-3.32, 1.47, 0.71], [1.69, 2.01, -6.81], [2.55, 2.79, -6.20], [2.45, 1.80, -6.07]],
  "lowdin_charge": [-0.2450, -0.1988, -0.2056, 0.0300, -0.4015, -0.0439, -0.0133, 0.0833, 0.0835, 0.1424, 0.1024, 0.1096, 0.1236, 0.0263, 0.1082, 0.0772, 0.0556, 0.0674, 0.0390, 0.0594, 0.1134, 0.0344, -0.1478]
}

Winner for stability: version one

Version one
{
  "formula": "C6H15NO",
  "method": "the ωB97M-V functional and the def2-TZVPD basis",
  "homo_ev": -8.86,
  "orbital_gap_ev": 9.86,
  "symbols": ["C", "C", "C", "C", "C", "N", "C", "H", "H", "H", "H", "H", "H", "H", "H", "H", "H", "H", "H", "H", "H", "H", "O"],
  "coordinates": [[1.36, -0.34, 0.44], [0.38, 0.06, 1.57], [-0.17, 1.45, 1.42], [-1.45, 1.72, 1.23], [0.85, -1.50, -0.43], [-0.44, -1.12, -0.99], [-1.26, -2.23, -1.50], [1.47, 0.52, -0.22], [2.36, -0.50, 0.85], [0.86, -0.03, 2.55], [-0.46, -0.62, 1.71], [0.55, 2.26, 1.37], [-1.80, 2.70, 0.96], [-2.24, 0.97, 1.30], [0.85, -2.43, 0.13], [1.54, -1.62, -1.27], [-0.96, -0.58, -0.30], [-1.79, -2.78, -0.73], [-1.94, -1.78, -2.22], [-0.56, -2.89, -2.01], [0.95, 2.19, -1.52], [0.84, 3.42, -0.72], [1.08, 3.13, -1.63]],
  "lowdin_charge": [-0.1757, -0.2189, -0.2022, 0.0013, -0.2546, -0.1288, -0.1180, 0.0832, 0.1081, 0.1075, 0.1090, 0.0970, 0.0512, 0.0616, 0.1101, 0.1115, 0.0660, 0.0734, 0.0699, 0.0745, -0.0010, 0.0413, -0.0665]
}

Version two
{
  "formula": "C6H15NO",
  "method": "the ωB97M-V functional and the def2-TZVPD basis",
  "homo_ev": -9.24,
  "orbital_gap_ev": 10.11,
  "symbols": ["C", "C", "C", "C", "C", "C", "N", "H", "H", "H", "H", "H", "H", "H", "H", "H", "H", "H", "H", "H", "H", "H", "O"],
  "coordinates": [[0.44, -0.33, -1.64], [-0.09, -0.45, -0.22], [1.10, -0.48, 0.79], [2.61, 1.50, 0.75], [1.65, 0.78, 1.31], [0.89, 1.39, 2.51], [0.75, -1.68, -2.24], [-0.33, 0.01, -2.34], [1.33, 0.27, -1.81], [-0.82, 0.23, 0.21], [-0.46, -1.48, -0.13], [1.93, -1.05, 0.32], [0.87, -1.26, 1.53], [3.32, 1.14, -0.01], [3.05, 2.48, 0.97], [-0.02, 1.82, 2.07], [1.52, 2.03, 3.11], [0.53, 0.55, 3.09], [0.51, -2.43, -1.59], [0.07, -1.88, -2.97], [-6.11, -0.59, -2.10], [-6.62, -0.11, -0.46], [-6.11, -0.47, -1.14]],
  "lowdin_charge": [-0.2583, -0.1697, -0.2116, 0.0234, -0.3744, -0.0513, -0.0301, 0.0981, 0.0960, 0.1092, 0.0976, 0.1196, 0.1132, 0.0608, 0.0637, 0.0800, 0.0686, 0.0671, 0.0458, 0.0523, 0.0488, 0.0019, -0.0507]
}

Version three
{
  "formula": "C6H15NO",
  "method": "the ωB97M-V functional and the def2-TZVPD basis",
  "homo_ev": -9.19,
  "orbital_gap_ev": 10.13,
  "symbols": ["C", "C", "C", "C", "C", "C", "N", "H", "H", "H", "H", "H", "H", "H", "H", "H", "H", "H", "H", "H", "H", "H", "O"],
  "coordinates": [[-1.81, 0.67, 1.31], [-0.68, 0.62, 0.26], [-0.02, -0.89, 0.23], [0.56, -1.06, -1.18], [-0.42, -0.36, -3.25], [-0.65, -1.09, -2.21], [0.38, 1.44, 0.78], [-2.43, -0.23, 1.26], [-2.36, 1.56, 1.25], [-1.36, 0.51, 2.24], [-1.08, 0.83, -0.70], [-0.69, -1.72, 0.37], [0.73, -0.81, 1.16], [1.23, -0.34, -1.41], [1.06, -2.09, -1.15], [-1.29, -0.18, -3.77], [0.55, -0.10, -3.61], [-1.55, -1.57, -1.78], [0.03, 2.42, 1.07], [1.11, 1.55, 0.10], [1.71, 1.00, 2.82], [2.65, -0.05, 2.21], [2.13, 0.22, 2.94]],
  "lowdin_charge": [-0.0574, -0.4186, -0.1537, -0.2134, -0.0225, -0.1541, -0.0024, 0.0791, 0.0541, 0.0521, 0.0943, 0.0820, 0.1298, 0.0454, 0.1245, 0.0339, 0.0689, 0.1196, 0.1214, 0.0643, -0.0524, 0.0191, -0.0139]
}

Winner for stability: version one

Version one
{
  "formula": "CH2N2O3",
  "method": "the ωB97M-V functional and the def2-TZVPD basis",
  "homo_ev": [-9.28, -9.27],
  "orbital_gap_ev": [8.64, 8.63],
  "symbols": ["C", "N", "N", "O", "O", "O", "H", "H"],
  "coordinates": [[-1.87, -0.90, 0.13], [-2.58, 0.05, -0.45], [0.16, 0.06, -0.40], [-1.87, -2.05, 0.31], [-2.56, 1.33, -0.12], [-3.73, 0.54, -0.03], [0.00, -0.28, -1.36], [0.83, -0.43, 0.20]],
  "lowdin_charge": [-0.2280, -0.1192, 0.0181, 0.1839, 0.1001, 0.0995, -0.0264, -0.0280]
}

Version two
{
  "formula": "CH2N2O3",
  "method": "the ωB97M-V functional and the def2-TZVPD basis",
  "homo_ev": -10.89,
  "orbital_gap_ev": 10.54,
  "symbols": ["C", "N", "N", "O", "O", "O", "H", "H"],
  "coordinates": [[-1.50, 0.35, 0.07], [-1.93, -0.69, 0.41], [1.17, 0.01, 0.05], [-1.21, 1.45, -0.24], [1.41, -1.19, -0.08], [2.29, 0.72, 0.43], [-1.48, -1.54, 0.72], [2.00, 1.64, 0.17]],
  "lowdin_charge": [-0.4572, 0.2011, -0.1057, 0.1057, 0.0235, 0.0132, 0.0905, 0.1289]
}

Version three
{
  "formula": "CH2N2O3",
  "method": "the ωB97M-V functional and the def2-TZVPD basis",
  "homo_ev": [-9.81, -9.84],
  "orbital_gap_ev": [8.64, 8.68],
  "symbols": ["C", "N", "N", "O", "O", "O", "H", "H"],
  "coordinates": [[-1.30, -0.11, -0.15], [0.08, -0.58, 0.04], [1.16, 0.49, -0.01], [0.49, -1.69, 0.04], [0.76, 1.61, 0.08], [2.27, 0.10, -0.07], [-1.94, -0.82, 0.14], [-1.53, 1.00, -0.08]],
  "lowdin_charge": [0.1643, -0.2310, -0.3585, 0.0652, 0.0993, 0.1559, 0.0139, 0.0909]
}

Version four
{
  "formula": "CH2N2O3",
  "method": "the ωB97M-V functional and the def2-TZVPD basis",
  "homo_ev": -10.73,
  "orbital_gap_ev": 10.70,
  "symbols": ["C", "N", "N", "O", "O", "O", "H", "H"],
  "coordinates": [[-1.25, 1.54, 0.17], [-1.70, -0.72, -0.64], [-1.59, -1.50, 0.30], [-1.43, -2.17, -0.99], [-1.45, -1.89, 1.40], [-1.13, 2.56, -0.27], [4.64, 1.03, 0.31], [3.91, 1.16, -0.28]],
  "lowdin_charge": [-0.0146, 0.1342, -0.3398, -0.0126, 0.1562, 0.0760, 0.0021, -0.0013]
}

Winner for stability: version two

Version one
{
  "formula": "H22O11",
  "method": "the ωB97M-V functional and the def2-TZVPD basis",
  "homo_ev": [-14.46, -12.78],
  "s2": 0.757,
  "charge": 1,
  "multiplicity": 2,
  "orbital_gap_ev": [11.32, 2.13],
  "symbols": ["O", "H", "H", "O", "H", "H", "O", "H", "H", "O", "H", "H", "O", "H", "H", "O", "H", "H", "O", "H", "H", "O", "H", "H", "O", "H", "H", "O", "H", "H", "O", "H", "H"],
  "coordinates": [[1.33, 0.80, -3.20], [1.90, 0.03, -3.10], [0.62, 0.66, -2.57], [-0.09, 0.12, 0.12], [0.46, 0.90, 0.10], [-0.69, 0.27, 0.84], [3.44, 0.63, -1.32], [2.67, 1.20, -1.24], [4.14, 1.21, -1.63], [-0.72, -2.40, 0.06], [-0.93, -2.72, -0.82], [-0.33, -1.54, -0.10], [-3.68, 0.63, 1.88], [-2.95, 0.55, 2.50], [-4.03, 1.50, 2.04], [1.67, -2.03, -2.16], [0.82, -2.36, -2.46], [1.56, -1.92, -1.22], [-1.48, 0.76, -2.41], [-1.91, 0.17, -3.03], [-2.19, 1.07, -1.84], [-2.96, -2.32, 1.67], [-3.66, -1.82, 1.24], [-2.16, -2.06, 1.21], [-1.27, 1.17, 3.02], [-0.76, 1.97, 2.88], [-1.14, 0.96, 3.95], [1.68, 2.21, 0.33], [1.70, 3.16, 0.23], [2.22, 2.04, 1.10], [2.02, -1.24, 1.41], [2.98, -1.20, 1.43], [1.75, -0.38, 1.06]],
  "lowdin_charge": [0.1502, 0.0427, 0.0236, -0.0487, 0.0040, 0.0484, 0.0335, -0.0015, 0.0737, 0.0088, 0.0674, -0.0217, -0.0544, -0.0172, 0.0448, -0.0079, 0.0443, 0.0175, -0.0357, 0.0541, 0.0501, 0.1793, 0.0737, 0.0200, -0.0265, 0.0601, 0.0726, -0.0174, 0.0855, 0.0771, -0.0285, 0.0484, -0.0203]
}

Version two
{
  "formula": "H22O11",
  "method": "the ωB97M-V functional and the def2-TZVPD basis",
  "homo_ev": [-13.95, -13.93],
  "s2": 0.757,
  "charge": 1,
  "multiplicity": 2,
  "orbital_gap_ev": [10.43, 2.90],
  "symbols": ["O", "H", "H", "O", "H", "H", "O", "H", "H", "O", "H", "H", "O", "H", "H", "O", "H", "H", "O", "H", "H", "O", "H", "H", "O", "H", "H", "O", "H", "H", "O", "H", "H"],
  "coordinates": [[-1.16, -2.82, 1.55], [-1.02, -2.60, 0.63], [-0.29, -3.06, 1.88], [2.83, -1.50, -0.91], [3.47, -1.31, -0.23], [3.22, -1.14, -1.71], [-1.90, -0.85, -0.78], [-2.80, -1.14, -0.91], [-1.36, -1.54, -1.16], [3.80, 1.20, -1.66], [2.91, 1.15, -2.02], [3.85, 2.07, -1.25], [1.57, -2.58, 1.55], [1.65, -1.97, 2.28], [1.87, -2.08, 0.79], [0.71, 0.63, 0.50], [-0.15, 0.21, 0.48], [1.22, 0.17, -0.17], [1.57, 1.46, -3.00], [1.18, 0.59, -3.07], [1.15, 1.98, -3.69], [-1.56, 1.96, -2.04], [-1.06, 1.14, -2.03], [-2.23, 1.85, -1.36], [-3.15, 1.76, 0.10], [-3.51, 2.31, 0.79], [-3.02, 0.91, 0.52], [-2.80, -0.76, 2.77], [-3.02, -1.48, 3.37], [-2.18, -1.15, 2.15], [0.10, 2.12, 2.59], [0.34, 1.55, 1.86], [-0.23, 2.92, 2.18]],
  "lowdin_charge": [-0.0436, 0.0073, 0.0180, -0.0408, 0.0576, 0.0412, -0.0227, 0.0797, 0.0610, -0.0564, -0.0482, 0.0456, -0.0255, 0.0601, -0.0081, -0.0129, 0.0303, 0.0355, -0.0184, 0.0545, 0.0781, 0.1746, 0.0410, 0.0050, 0.0037, 0.0846, 0.0327, -0.0007, 0.0582, -0.0157, 0.2174, 0.0078, 0.0989]
}

Winner for stability: version one